[1]
This record from OMol25 describes C24H31BN8PPtS as an isolated structure. The level of theory is ωB97M-V/def2-TZVPD.

Positions of all 67 atoms, in Å:
Pt1 0.01306 0.13502 -0.15964
B1 -0.53776 2.54084 2.35438
N1 -0.10134 1.04569 2.67933
C1 -0.20011 0.56037 3.91736
C2 0.40065 -0.68911 3.97858
C3 0.84881 -0.90676 2.68688
N2 0.55605 0.14860 1.91278
N3 -0.42010 2.99818 0.85190
C4 -0.34724 4.29112 0.51262
C5 -0.51388 4.41480 -0.85680
C6 -0.69559 3.10646 -1.29058
N4 -0.64758 2.26178 -0.25544
H1 -1.68057 2.63950 2.71884
H2 0.20004 3.27898 2.95446
H3 -0.66139 1.15902 4.68460
H4 0.49909 -1.32745 4.83764
H5 1.35608 -1.75504 2.25764
H6 -0.20377 5.03535 1.27753
H7 -0.51728 5.31887 -1.43788
H8 -0.85532 2.72220 -2.28580
C7 4.95560 1.53662 0.30377
N5 4.01461 2.63108 0.07150
C8 4.08304 3.03340 -1.32966
N6 3.86827 1.93493 -2.27152
C9 4.81205 0.85792 -1.96669
N7 4.75113 0.38840 -0.58290
C10 3.50780 -0.33160 -0.28894
P1 2.09974 0.80167 -0.54685
C11 2.65981 2.23472 0.44685
C12 2.49543 1.43635 -2.22200
H9 4.88056 1.21108 1.34253
H10 5.96612 1.90925 0.12917
H11 5.07648 3.44322 -1.51844
H12 3.34312 3.81394 -1.51408
H13 5.82160 1.23124 -2.14440
H14 4.63239 0.01794 -2.64121
H15 3.51313 -0.68914 0.74389
H16 3.42098 -1.20616 -0.94090
H17 2.63038 1.96069 1.50470
H18 1.96070 3.06030 0.30454
H19 1.77917 2.22256 -2.47460
H20 2.38432 0.64121 -2.95985
N8 -1.91881 -0.28512 0.46014
S1 -2.67658 -1.49846 -0.26819
C13 -1.82669 -1.59978 -1.82291
C14 -2.50874 -1.30738 -2.98902
C15 -1.79705 -1.25267 -4.18564
C16 -0.43140 -1.48318 -4.19788
C17 0.24438 -1.77207 -3.01692
C18 -0.44931 -1.83279 -1.81661
C19 -2.08669 -2.97622 0.52164
C20 -1.57017 -2.88812 1.80079
C21 -1.16960 -4.05781 2.43483
C22 -1.30030 -5.27870 1.79387
C23 -1.83704 -5.34767 0.51192
C24 -2.23557 -4.19207 -0.13582
H21 -2.54677 0.50004 0.59113
H22 -3.57394 -1.11987 -2.96906
H23 -2.31692 -1.03349 -5.10829
H24 0.11042 -1.44833 -5.13331
H25 1.30374 -1.98677 -3.03820
H26 0.05340 -2.16135 -0.88300
H27 -1.48174 -1.92497 2.28267
H28 -0.75846 -4.01088 3.43416
H29 -0.98860 -6.18553 2.29365
H30 -1.94336 -6.30484 0.02123
H31 -2.65026 -4.24242 -1.13529

Atomic forces in eV per Å
Pt 0.03 0.34 0.55
B 0.05 0.03 -0.05
N 0.07 0.03 -0.14
C 0.00 0.08 0.06
C -0.04 0.07 -0.01
C 0.16 0.05 -0.10
N 0.05 -0.12 0.13
N -0.05 -0.22 0.14
C 0.02 0.03 0.05
C 0.01 -0.05 0.07
C 0.06 0.00 -0.10
N -0.13 0.04 -0.28
H -0.06 -0.03 -0.04
H -0.01 0.00 0.06
H -0.01 -0.02 0.05
H 0.02 -0.02 0.02
H 0.00 -0.03 0.02
H 0.01 0.03 -0.01
H -0.01 0.01 -0.02
H 0.00 0.02 0.00
C 0.04 -0.02 0.00
N -0.06 -0.14 0.04
C 0.06 0.09 -0.06
N -0.02 -0.10 -0.01
C 0.04 -0.01 -0.02
N 0.05 -0.10 0.06
C 0.21 0.07 -0.07
P -0.04 0.02 -0.39
C -0.02 0.04 0.20
C 0.07 0.00 -0.04
H 0.00 0.00 -0.01
H -0.02 0.02 0.02
H -0.01 0.01 0.01
H 0.01 0.00 -0.01
H -0.01 0.01 -0.01
H 0.00 0.02 0.00
H 0.02 0.03 0.00
H 0.01 0.04 0.01
H -0.03 0.04 -0.01
H 0.08 0.03 -0.04
H 0.09 0.04 0.01
H -0.10 -0.09 -0.05
N -0.32 -0.37 0.15
S -0.39 0.25 -0.04
C 0.10 -0.07 -0.18
C 0.08 -0.02 -0.04
C -0.08 -0.02 0.05
C 0.02 0.02 -0.01
C 0.02 0.06 0.00
C 0.25 -0.11 0.46
C 0.08 -0.06 0.04
C -0.06 -0.04 -0.02
C 0.01 0.01 0.00
C -0.01 -0.01 -0.02
C 0.03 -0.01 0.04
C -0.01 -0.02 0.02
H -0.01 -0.01 -0.02
H -0.02 0.01 0.00
H -0.01 0.00 0.00
H 0.01 0.00 0.00
H 0.06 0.02 0.02
H -0.22 0.10 -0.47
H -0.03 -0.01 0.01
H 0.00 0.02 0.02
H 0.00 -0.01 0.01
H -0.01 -0.01 -0.03
H 0.00 0.02 -0.01

Summary:
electronic energy: -2254.66444 hartree
energy above the lowest of the compared OMol25 structures with the same formula, charge and spin: 53.7 kcal/mol
2S+1: 1
charge: +1
E_LUMO: -0.1376 Ha
orbital gap: 7.192 eV



[2]
This record from OMol25 describes C24H31BrCoN6S as an isolated structure. The level of theory is ωB97M-V/def2-TZVPD.

Positions of all 64 atoms, in Å:
Co1 -0.08499 1.52461 -0.23412
C1 4.11976 1.39330 -3.46615
C2 2.62015 1.40077 -3.41264
C3 1.83049 0.86395 -4.42424
C4 0.44973 0.89271 -4.29437
C5 -0.07873 1.42724 -3.13916
Br1 -1.97230 1.53085 -2.94149
N1 0.64694 1.90864 -2.13188
C6 1.97328 1.92128 -2.30345
H1 4.47859 1.20436 -4.47698
H2 4.51664 0.61422 -2.81166
H3 4.52145 2.34441 -3.11805
H4 2.28349 0.43353 -5.30828
H5 -0.20408 0.51180 -5.06568
H6 2.53693 2.33630 -1.47585
N2 1.38212 1.62823 0.68223
C7 2.46141 0.88115 0.91417
C8 2.86411 -0.19965 0.06394
C9 3.95151 -1.00018 0.36921
C10 4.70394 -0.78687 1.51864
C11 4.35484 0.27585 2.35403
C12 3.28341 1.09501 2.06412
H7 2.27042 -0.39945 -0.82352
H8 4.22234 -1.81026 -0.30309
H9 5.54594 -1.42478 1.75725
H10 4.94002 0.46672 3.24799
H11 3.02438 1.92392 2.71173
C13 1.13109 -4.40377 0.31852
C14 -0.27621 -3.96921 0.72465
N3 -0.76224 -2.84652 -0.07074
C15 -1.42986 -3.16172 -1.32613
C16 -2.91450 -2.80007 -1.29676
C17 -0.46391 -1.55911 0.24580
C18 0.11016 -1.28707 1.60900
N4 -0.65251 -0.56450 -0.56158
H12 1.45519 -5.24318 0.93592
H13 1.83821 -3.58316 0.44760
H14 1.15605 -4.71653 -0.72674
H15 -0.28771 -3.70788 1.77967
H16 -0.97199 -4.79987 0.59639
H17 -1.32506 -4.23248 -1.49307
H18 -0.92871 -2.66928 -2.16586
H19 -3.40983 -3.34059 -0.48910
H20 -3.39277 -3.07040 -2.23913
H21 -3.06042 -1.73249 -1.13194
H22 -0.53603 -1.68045 2.39690
H23 0.21294 -0.20917 1.72583
H24 1.10307 -1.72589 1.71128
H25 -1.02852 -0.83596 -1.46411
N5 -5.67133 2.49487 3.94988
C19 -5.04626 3.44380 3.20835
S1 -5.58129 5.00868 3.25989
C20 -3.93712 3.00226 2.35499
C21 -3.09359 3.91220 1.71617
C22 -2.04129 3.45858 0.95371
N6 -1.76047 2.16176 0.76484
C23 -2.58714 1.28694 1.34438
C24 -3.65822 1.64917 2.13073
H26 -6.35078 2.84751 4.60401
H27 -5.16937 1.66655 4.22838
H28 -3.26538 4.97182 1.83528
H29 -1.37296 4.16008 0.47185
H30 -2.37942 0.24193 1.15906
H31 -4.29362 0.87552 2.53938

Atomic forces in eV per Å
Co -0.63 -0.60 -0.30
C -0.01 -0.03 0.03
C 0.01 -0.06 -0.33
C 0.00 0.12 0.29
C -0.11 -0.06 -0.16
C 0.10 0.20 0.06
Br 0.12 -0.05 -0.02
N -0.41 -0.31 -1.14
C 0.07 0.11 0.42
H 0.00 0.04 -0.01
H -0.02 0.02 0.03
H 0.04 -0.01 -0.02
H 0.01 0.00 -0.01
H 0.02 0.00 0.00
H -0.08 -0.09 0.12
N 1.10 0.40 1.09
C -0.11 0.02 -0.08
C 0.02 0.10 0.09
C 0.06 -0.04 0.01
C 0.13 -0.14 0.00
C -0.08 0.09 -0.02
C 0.08 -0.13 -0.10
H 0.00 -0.02 -0.01
H -0.02 -0.01 0.01
H 0.00 0.02 -0.02
H 0.00 -0.01 -0.01
H -0.02 -0.01 0.02
C -0.12 0.01 0.06
C 0.26 -0.06 -0.06
N -0.17 -0.14 0.01
C -0.09 0.07 0.02
C 0.09 -0.05 -0.01
C 0.22 0.04 0.00
C -0.15 0.08 -0.05
N -0.21 0.39 0.06
H 0.04 0.01 -0.03
H 0.02 -0.01 -0.01
H 0.00 0.00 0.00
H -0.05 0.03 0.00
H -0.07 0.04 0.02
H 0.07 -0.01 -0.01
H 0.03 -0.02 0.00
H -0.02 0.00 -0.02
H 0.00 0.01 0.01
H -0.01 0.00 0.00
H 0.00 -0.06 -0.05
H 0.10 0.01 -0.01
H 0.00 0.00 0.01
H 0.02 -0.07 0.07
N 0.42 0.03 -0.02
C -0.95 0.72 0.52
S 0.18 -0.34 -0.16
C 0.90 -0.51 -0.64
C -0.36 0.06 0.35
C 0.35 -0.05 -0.18
N -0.63 0.28 0.24
C 0.18 -0.23 -0.15
C -0.39 0.37 0.24
H -0.05 -0.03 0.00
H -0.05 -0.03 -0.07
H 0.02 0.02 0.00
H 0.03 -0.02 0.01
H 0.08 -0.01 -0.04
H 0.06 -0.07 -0.05

Summary:
electronic energy: -5616.59758 hartree
energy above the lowest of the compared OMol25 structures with the same formula, charge and spin: 0.0 kcal/mol
2S+1: 4
E_LUMO (alpha / beta): -0.0354 / -0.0370 Ha
orbital gap (alpha / beta): 4.173 / 4.309 eV



[3]
This record from OMol25 describes C24H31N4O2PdS2 as an isolated structure. The level of theory is ωB97M-V/def2-TZVPD.

Positions of all 64 atoms, in Å:
Pd1 0.41578 1.25902 -0.35498
O1 1.07858 1.09804 1.59238
N1 2.38183 1.26494 1.82048
C1 2.78539 1.20204 3.11238
C2 4.09756 1.38558 3.43076
C3 5.01685 1.64378 2.40522
C4 4.58496 1.70527 1.10660
C5 3.23013 1.50453 0.80197
S1 2.61869 1.48268 -0.81655
H1 1.98912 1.00623 3.81370
H2 4.39572 1.33370 4.46596
H3 6.06106 1.79612 2.63531
H4 5.26249 1.90075 0.29085
O2 -1.09489 -0.28362 -0.81624
S2 -1.41867 -1.48993 0.07320
C6 -1.73166 -2.81991 -1.09620
C7 -0.56862 -3.22482 -1.95145
C8 -0.07324 -4.52101 -1.86139
C9 1.00706 -4.91771 -2.63561
C10 1.60498 -4.01647 -3.50292
C11 1.10773 -2.72426 -3.60536
C12 0.02142 -2.32942 -2.84119
C13 0.13659 -2.00170 0.80590
C14 -0.10078 -3.15742 1.73906
C15 0.51203 -4.38158 1.49982
C16 0.29928 -5.45018 2.35799
C17 -0.53381 -5.30408 3.45669
C18 -1.14483 -4.08240 3.70293
C19 -0.92592 -3.01297 2.84983
H5 -2.56656 -2.41795 -1.67439
H6 -2.11090 -3.64810 -0.49480
H7 -0.53884 -5.22631 -1.18448
H8 1.37760 -5.93097 -2.56397
H9 2.44655 -4.32286 -4.10788
H10 1.56200 -2.02406 -4.29257
H11 -0.37263 -1.32644 -2.92952
H12 0.48491 -1.10384 1.33099
H13 0.83907 -2.23766 0.00262
H14 1.16714 -4.49411 0.64605
H15 0.78733 -6.39630 2.16956
H16 -0.70168 -6.13723 4.12453
H17 -1.78797 -3.96085 4.56284
H18 -1.39743 -2.05930 3.05269
C20 -2.14437 4.80296 0.83368
N2 -2.11450 3.58123 0.04317
C21 -2.20068 2.35973 0.82198
C22 -1.47541 3.56423 -1.16145
N3 -0.63951 2.61177 -1.48340
N4 -1.75324 4.58912 -2.01299
C23 -3.06408 5.21496 -2.06339
C24 -0.90714 4.81888 -3.16941
H19 -1.35181 4.78426 1.58801
H20 -3.10460 4.89607 1.34171
H21 -1.99750 5.67189 0.20114
H22 -3.07932 2.42193 1.46574
H23 -1.31905 2.20991 1.46252
H24 -2.32517 1.50679 0.15646
H25 -0.45068 2.58418 -2.47902
H26 -3.71718 4.77337 -1.31553
H27 -3.50640 5.05452 -3.04888
H28 -2.99115 6.28930 -1.88652
H29 -1.15641 4.15433 -4.00438
H30 0.14019 4.68639 -2.90439
H31 -1.04545 5.84497 -3.50587

Atomic forces in eV per Å
Pd -0.03 0.33 0.55
O 0.10 -0.62 0.11
N 0.14 -0.03 0.07
C -0.01 -0.04 -0.13
C 0.05 0.02 0.00
C -0.03 -0.03 0.07
C -0.14 -0.01 0.04
C -0.15 -0.01 -0.04
S -0.06 0.59 -0.03
H 0.02 0.00 0.02
H 0.05 0.01 0.02
H 0.03 0.00 0.02
H 0.04 0.03 -0.06
O -0.31 -0.17 0.39
S -0.11 0.49 -0.02
C -0.07 -0.12 -0.10
C -0.05 -0.02 -0.01
C 0.03 -0.01 0.00
C 0.00 0.01 0.00
C -0.02 0.03 0.00
C 0.02 -0.03 -0.01
C -0.02 0.02 -0.01
C 0.18 0.01 0.09
C 0.13 0.00 -0.07
C 0.01 -0.04 0.04
C -0.01 0.00 0.00
C -0.01 0.01 0.01
C 0.02 -0.03 -0.01
C -0.04 0.00 0.03
H 0.00 -0.03 -0.03
H 0.02 -0.03 -0.01
H -0.02 -0.02 0.02
H 0.01 -0.03 0.00
H 0.03 -0.01 -0.02
H 0.02 0.02 -0.02
H 0.00 0.01 0.00
H -0.06 -0.14 -0.04
H -0.05 0.02 0.04
H 0.02 0.00 -0.03
H 0.01 -0.03 -0.01
H -0.01 -0.03 0.02
H -0.03 0.00 0.04
H -0.01 0.04 0.00
C -0.05 0.05 0.02
N 0.10 -0.08 0.02
C -0.02 -0.05 0.07
C 0.10 0.01 0.10
N 0.19 -0.25 -1.30
N 0.18 -0.08 0.04
C -0.11 -0.02 0.02
C 0.01 -0.01 -0.03
H -0.01 0.00 0.01
H -0.01 0.00 0.00
H 0.02 0.02 0.02
H 0.02 0.03 0.01
H -0.09 0.01 -0.05
H 0.03 0.04 0.03
H -0.07 0.12 0.13
H 0.01 0.03 -0.04
H -0.02 0.01 0.00
H -0.01 0.01 -0.01
H 0.00 0.01 -0.01
H 0.01 -0.01 0.01
H -0.01 0.00 0.02

Summary:
electronic energy: -2226.62771 hartree
2S+1: 1
charge: +1
E_LUMO (alpha / beta): -0.1347 / -0.1303 Ha
orbital gap (alpha / beta): 7.064 / 7.281 eV



Number 1: maximum force 0.0125 Eh/bohr. Number 2: maximum force 0.0312 Eh/bohr. Number 3: maximum force 0.0260 Eh/bohr.